*i*
This record from OMol25 describes a single C2H7N5O molecule. The level of theory is wB97M-V/def2-TZVPD.

- 2S+1 = 1
- SMILES string = C=NN/C(=N\N)NO

Last column: natural (NBO) charge in e.
Geometry (Å):
C: -2.44 -1.45 0.07  -0.16
N: -0.39 -0.67 -0.31  -0.48
H: 2.63 -1.90 -0.06  0.48
N: 0.47 1.62 -0.01  -0.32
N: -0.69 2.29 0.31  -0.66
N: -1.71 -0.40 -0.08  -0.22
H: 2.64 0.49 -0.17  0.36
H: -1.59 1.68 0.25  0.37
H: 0.04 -1.52 -0.03  0.38
O: 2.04 -1.28 0.53  -0.58
H: -2.03 -2.45 0.19  0.16
H: -0.87 3.18 -0.17  0.37
C: 0.63 0.38 -0.22  0.46
N: 1.93 -0.21 -0.40  -0.35
H: -3.48 -1.26 0.12  0.19

=====

*ii*
This record from OMol25 describes 2 unconnected molecules or ions with the total composition C2H7N5O. The level of theory is wB97M-V/def2-TZVPD.

- 2S+1 = 1

Last column: natural (NBO) charge in e.
Geometry (Å):
O: 1.34 0.98 1.89  -0.59
N: 0.20 -1.48 1.46  -0.82
H: 1.19 1.06 -1.96  0.19
H: -0.64 -1.99 1.68  0.39
N: -0.50 1.66 -0.91  -0.17
N: -1.01 -0.26 -0.17  -0.20
C: 0.03 -0.38 0.65  0.45
N: -1.56 -1.45 -0.59  -0.64
H: -2.37 -1.28 -1.16  0.38
N: 0.94 0.58 0.59  -0.22
H: 0.22 2.54 -2.56  0.20
H: 1.96 1.70 1.70  0.48
C: 0.31 1.71 -1.85  -0.20
H: -0.91 -2.10 -1.03  0.35
H: 0.81 -1.30 2.25  0.40

=====

*iii*
This record from OMol25 describes a single C2H7N5O molecule. The level of theory is wB97M-V/def2-TZVPD.

- 2S+1 = 1
- SMILES string = [H]/N=C(\N=C(\N)[O-])[NH2+]N

Last column: natural (NBO) charge in e.
Geometry (Å):
N: 2.47 -1.27 -0.78  -0.83
N: -2.75 0.34 -0.18  -0.63
H: 3.47 -1.21 -0.81  0.40
H: 0.55 2.13 0.79  0.39
O: 2.37 0.87 0.00  -0.66
H: -2.56 0.36 -1.18  0.36
N: -0.37 1.71 0.88  -0.74
C: 1.81 -0.19 -0.25  0.78
H: -0.83 -1.05 -0.12  0.48
N: 0.45 -0.42 -0.06  -0.78
N: -1.63 -0.29 0.44  -0.48
H: 2.04 -2.18 -0.76  0.39
H: -2.74 1.31 0.14  0.38
H: -1.92 -0.61 1.37  0.40
C: -0.34 0.51 0.52  0.55

=====

Comparing the structures above, *iii* comes out on top by 295.4 kJ/mol.